{"formula": "C5H9N2S", "method": "wB97M-V/def2-TZVPD", "symbols": ["C", "C", "C", "C", "C", "N", "N", "S", "H", "H", "H", "H", "H", "H", "H", "H", "H"], "positions_angstrom": [[-0.40963, -2.03143, 2.10075], [-0.61768, -0.74935, 2.14072], [0.05415, 0.63323, -0.47757], [-0.86069, -1.52248, -1.46097], [1.52182, 2.76918, -1.17358], [-0.71529, 0.45586, 1.98822], [-0.23565, -0.48748, -0.73832], [0.74971, 1.95118, 0.23480], [0.25524, -2.34887, 2.81874], [0.06877, -2.04675, -1.99414], [-1.46717, -1.20247, -2.25652], [-1.32686, -2.33731, -0.97307], [1.77835, 3.73561, -0.88148], [0.75737, 2.72320, -2.10562], [2.41161, 2.22721, -1.53478], [-0.98349, 1.05729, 2.80884], [-0.98057, -2.82661, 1.50399]], "forces_ev_per_angstrom": [[-2.074, -0.921, -1.866], [-0.722, -0.092, -0.498], [-0.168, -3.792, -0.148], [3.877, -2.079, -2.199], [-1.617, -2.594, -3.732], [0.487, 1.098, 1.683], [-0.035, 3.862, 0.480], [-0.069, 0.611, 0.287], [1.897, -0.998, 1.126], [-1.940, 0.877, 0.929], [-0.927, 0.978, -0.750], [-0.454, -0.187, 1.405], [0.138, 1.653, 0.443], [1.750, 0.648, 2.291], [-0.267, 0.221, 0.475], [-0.434, -0.919, -1.190], [0.558, 1.634, 1.265]], "charge": 1, "de_lowest_ev": 3.890, "homo_energy_ev": -12.739, "total_energy_ha": -703.22915, "multiplicity": 1}

{"formula": "C5H9N2S", "method": "wB97M-V/def2-TZVPD", "symbols": ["C", "C", "C", "C", "C", "N", "N", "S", "H", "H", "H", "H", "H", "H", "H", "H", "H"], "positions_angstrom": [[0.20950, -0.27373, 1.53205], [-0.57784, 0.01489, 0.45160], [1.53445, -0.06510, -0.30302], [2.72629, -0.07109, -1.05474], [-3.26959, 0.49507, 0.36956], [1.53156, -0.17137, 1.02670], [0.20116, 0.02633, -0.60343], [-3.94159, -0.85922, -0.36072], [0.00579, -0.24526, 2.58454], [3.08225, 0.97773, -1.27457], [3.51517, -0.54942, -0.52182], [2.42265, -0.49838, -1.94144], [-3.63359, 0.57081, 1.36496], [-2.75959, 1.33976, 0.04623], [2.33410, -0.07869, 1.67806], [-0.18944, 0.19999, -1.49040], [-3.19129, -0.81232, -1.50355]], "forces_ev_per_angstrom": [[0.837, 1.696, -1.163], [-3.640, -0.857, 3.198], [-2.412, 0.420, 3.477], [1.360, 2.776, -0.583], [0.408, -2.206, 0.464], [-0.225, -0.544, 1.645], [2.760, 0.231, -1.689], [0.880, 0.741, -0.635], [0.057, -0.187, 0.079], [-0.388, -0.933, 0.097], [0.495, -0.709, 0.009], [0.434, -1.245, -2.388], [-0.099, 0.161, 0.938], [0.558, 1.035, -1.310], [-0.573, -0.461, -1.176], [0.141, 0.096, -1.289], [-0.592, -0.014, 0.326]], "charge": 1, "de_lowest_ev": 3.573, "homo_energy_ev": [-12.166, -12.171], "total_energy_ha": -703.24080, "multiplicity": 1}

{"formula": "C5H9N3", "method": "wB97M-V/def2-TZVPD", "symbols": ["H", "N", "C", "N", "C", "C", "N", "C", "C", "H", "H", "H", "H", "H", "H", "H", "H"], "positions_angstrom": [[-1.52973, 2.23610, -0.89184], [-2.30719, 1.63321, -1.22533], [-1.95255, 0.39233, -1.37502], [-0.72270, -0.18199, -1.05473], [-0.28856, -0.39640, 0.10600], [-1.05687, -0.12045, 1.43746], [0.98418, -0.92348, 0.22490], [1.95668, -0.59485, -0.78918], [2.21572, -0.20636, 0.65753], [-2.68289, -0.37385, -1.78661], [-1.32089, -1.08139, 1.90431], [-0.49302, 0.49756, 2.16339], [-2.00050, 0.37032, 1.23037], [2.49100, -1.48169, -1.21578], [1.66603, 0.20127, -1.51434], [2.90659, -0.81325, 1.22406], [2.13468, 0.84294, 0.90481]], "forces_ev_per_angstrom": [[-0.410, -0.745, -0.057], [0.753, -1.573, -0.619], [-0.922, 0.672, 0.790], [-0.625, 0.472, -1.066], [-0.315, 1.098, 1.875], [0.402, -0.501, -0.587], [0.970, -0.099, 0.082], [0.427, -0.388, -0.196], [-1.009, -0.551, -1.183], [0.701, 1.196, 0.368], [0.365, 0.232, -0.049], [-0.076, -0.455, -0.531], [-0.019, 0.206, -0.159], [-0.454, 1.045, 0.364], [0.312, -0.747, 0.707], [-0.073, 0.097, 0.191], [-0.028, 0.039, 0.072]], "charge": 0, "de_lowest_ev": 2.241, "homo_energy_ev": -9.302, "total_energy_ha": -360.11493, "smiles": "[H]/N=C\\N=C(/C)N1CC1", "multiplicity": 1}

{"formula": "C5H9N3", "method": "wB97M-V/def2-TZVPD", "symbols": ["H", "N", "C", "N", "C", "C", "C", "N", "C", "H", "H", "H", "H", "H", "H", "H", "H"], "positions_angstrom": [[-3.32110, -0.59686, -1.68790], [-2.40016, -0.82006, -1.42666], [-1.85595, 0.00249, -0.44969], [-0.44152, -0.09153, -0.25807], [0.24415, -0.16326, -1.44281], [1.42037, 0.34122, -1.29139], [1.62867, 1.00319, 0.19122], [0.32151, 0.47057, 0.87248], [0.17309, -0.46938, 1.91819], [-2.58458, 0.53241, 0.35908], [-0.30562, -0.63593, -2.46648], [2.13665, 0.25371, -2.01392], [1.84638, 2.22375, 0.32813], [2.43333, 0.49784, 0.83511], [0.76771, -0.24706, 2.85769], [0.88248, -1.48770, 1.51018], [-0.94541, -0.81340, 2.16486]], "forces_ev_per_angstrom": [[-1.616, 0.469, 0.435], [4.156, 3.138, 3.366], [-2.776, -2.907, -0.866], [-3.917, 0.451, 0.440], [-1.882, -1.848, -2.569], [1.820, 2.213, 3.088], [-0.171, -1.166, 1.110], [-1.799, 2.343, -3.248], [2.694, -4.370, 0.631], [2.260, -0.821, -1.881], [1.763, 1.371, 3.533], [2.001, 0.333, -1.541], [-1.107, -3.279, -0.734], [-0.650, 0.665, -1.276], [-1.111, 0.428, -1.058], [-2.351, 1.949, 1.318], [2.687, 1.032, -0.750]], "charge": 0, "de_lowest_ev": 6.044, "homo_energy_ev": -7.771, "total_energy_ha": -359.97515, "smiles": "[H]/N=C/N1C=CCN1C", "multiplicity": 1}

{"formula": "C5H9N3", "method": "wB97M-V/def2-TZVPD", "symbols": ["C", "C", "C", "N", "N", "C", "C", "N", "H", "H", "H", "H", "H", "H", "H", "H", "H"], "positions_angstrom": [[-1.00408, -0.64354, 1.17081], [-0.65348, -0.83591, -0.31480], [0.51191, -1.60032, -0.65715], [1.78476, -1.26492, -0.40032], [2.07902, -0.05010, 0.29803], [1.38789, 1.10738, 0.31512], [0.09419, 1.54004, -0.42360], [-0.87787, 0.54347, -0.86581], [-0.04784, -0.30799, 1.65821], [-1.24106, -1.55226, 1.77246], [-1.74959, 0.17058, 1.46524], [-1.52091, -1.34159, -0.71815], [0.43246, -2.68057, -1.01927], [2.05726, 1.88721, 0.71203], [0.14499, 2.14724, -1.30798], [-0.36043, 2.35437, 0.31806], [-1.03723, 0.52690, -2.00288]], "forces_ev_per_angstrom": [[1.489, 0.330, 2.650], [-4.572, 2.133, 0.324], [5.204, -1.067, 0.814], [-3.422, 0.454, -0.235], [-1.606, 2.143, -0.217], [1.815, -3.040, -2.598], [-0.897, 1.277, 1.701], [0.440, -1.053, -3.042], [-0.904, -0.208, -0.134], [-0.053, 0.347, -0.915], [0.770, -1.224, -1.165], [-0.153, -0.529, -0.300], [-0.077, 1.714, 0.190], [-0.920, -0.121, 0.322], [1.393, 0.623, -0.342], [0.437, -1.803, -0.999], [1.055, 0.023, 3.946]], "charge": 0, "de_lowest_ev": 4.472, "homo_energy_ev": -8.898, "total_energy_ha": -360.03291, "smiles": "C[C@@H]1C=NN=CCN1", "multiplicity": 1}

{"formula": "C5H9N3", "method": "wB97M-V/def2-TZVPD", "symbols": ["H", "N", "C", "N", "C", "C", "C", "N", "C", "H", "H", "H", "H", "H", "H", "H", "H"], "positions_angstrom": [[1.05188, 0.55587, -2.57357], [0.29475, 0.10727, -2.06039], [0.40594, -0.01930, -0.83282], [1.44734, 0.51045, 0.11023], [2.46352, -0.11934, 0.47582], [-0.66341, -0.39470, 0.15842], [-0.58896, -1.80296, 0.65045], [-1.62595, 0.35546, 0.47501], [-1.71793, 1.73024, 0.09921], [3.27400, 0.42745, 0.94976], [2.67079, -1.15914, 0.19666], [-1.46589, -2.04329, 1.24917], [-0.55629, -2.50500, -0.18257], [0.30901, -1.95357, 1.25149], [-1.47879, 2.34799, 0.97271], [-1.07096, 2.03050, -0.73741], [-2.74906, 1.93209, -0.20217]], "forces_ev_per_angstrom": [[0.259, -0.202, 0.409], [-0.281, -0.061, -0.962], [1.337, 1.257, 3.839], [-0.741, 0.536, -2.379], [0.637, -0.499, -0.733], [-1.264, -0.752, -1.470], [-0.169, -0.258, 0.227], [0.255, -0.504, 0.965], [0.023, 0.488, -0.697], [-0.200, -0.092, 0.641], [-0.023, 0.021, -0.001], [0.056, 0.139, 0.082], [0.108, 0.025, -0.125], [0.039, -0.051, 0.030], [-0.123, -0.096, -0.146], [0.017, -0.032, 0.159], [0.072, 0.080, 0.159]], "charge": 0, "de_lowest_ev": 2.353, "homo_energy_ev": -8.957, "total_energy_ha": -360.11079, "smiles": "[H]/N=C(N=C)/C(C)=N\\C", "multiplicity": 1}

Look up the charge of the first one. +1